# C31H50Br4O21

A 9-piece molecular cluster, C31H50Br4O21 overall at a distorted geometry (ωB97M-V/def2-TZVPD, the OMol25 dataset).

XYZ file:
```
106
C31H50Br4O21 | the OMol25 dataset | ωB97M-V/def2-TZVPD
C -10.94 -13.73 -37.49
C -11.10 -15.16 -37.19
C -11.60 -16.10 -38.31
O -10.70 -17.19 -38.27
C -9.66 -16.91 -37.49
O -8.65 -17.54 -37.47
O -9.82 -15.68 -36.96
H -10.14 -13.58 -38.22
H -10.58 -13.25 -36.58
H -11.85 -13.20 -37.77
H -11.61 -15.33 -36.24
H -11.52 -15.69 -39.32
H -12.58 -16.51 -38.08
C -2.11 -21.26 -37.45
C -2.83 -20.43 -38.55
C -2.70 -18.89 -38.31
O -1.85 -18.38 -39.28
C -1.68 -19.29 -40.20
O -1.21 -19.09 -41.36
O -2.00 -20.54 -39.75
H -1.19 -20.79 -37.11
H -1.98 -22.26 -37.85
H -2.72 -21.41 -36.55
H -3.89 -20.66 -38.70
H -2.25 -18.61 -37.36
H -3.59 -18.28 -38.46
C -8.15 -15.05 -29.37
C -9.01 -15.18 -30.72
C -8.69 -14.17 -31.84
O -8.17 -14.89 -32.90
C -8.02 -16.15 -32.54
O -7.59 -17.03 -33.24
O -8.43 -16.36 -31.24
H -8.26 -14.04 -28.98
H -7.08 -15.14 -29.55
H -8.50 -15.65 -28.53
H -10.07 -15.37 -30.52
H -7.98 -13.41 -31.52
H -9.63 -13.70 -32.12
C 0.82 -15.37 -36.57
C -0.28 -15.69 -35.55
C 0.22 -15.89 -34.03
O -0.45 -14.78 -33.44
C -1.05 -13.94 -34.31
O -1.60 -12.90 -34.02
O -1.08 -14.56 -35.54
H 1.30 -14.41 -36.38
H 0.38 -15.39 -37.56
H 1.54 -16.18 -36.42
H -0.91 -16.54 -35.80
H 1.29 -15.82 -33.87
H -0.02 -16.91 -33.72
C -5.06 -11.82 -37.91
C -4.39 -10.89 -36.97
C -3.41 -11.67 -36.05
O -2.20 -11.07 -36.38
C -2.32 -10.11 -37.35
O -1.38 -9.43 -37.92
O -3.61 -9.92 -37.68
H -4.41 -12.30 -38.64
H -5.75 -11.22 -38.49
H -5.76 -12.51 -37.43
H -5.13 -10.37 -36.37
H -3.61 -12.70 -36.33
H -3.80 -11.42 -35.06
C -4.88 -18.12 -34.78
C -5.29 -17.29 -35.96
C -5.86 -15.91 -35.56
O -5.03 -15.04 -36.27
C -4.04 -15.57 -36.87
O -3.25 -14.88 -37.54
O -4.13 -16.90 -36.77
H -5.76 -18.59 -34.35
H -4.29 -17.45 -34.16
H -4.31 -19.01 -35.06
H -5.98 -17.73 -36.69
H -5.76 -15.76 -34.49
H -6.90 -15.85 -35.91
C -3.58 -15.10 -45.18
O -3.02 -15.61 -43.99
C -3.53 -15.21 -42.82
O -4.49 -14.45 -42.72
O -2.79 -15.70 -41.80
C -3.03 -15.28 -40.48
H -3.10 -15.67 -45.97
H -3.41 -14.03 -45.31
H -4.66 -15.25 -45.21
H -3.96 -15.59 -40.02
H -2.98 -14.19 -40.50
H -2.22 -15.57 -39.81
Br -3.89 -12.74 -29.42
C -4.83 -12.93 -31.12
C -4.09 -13.91 -32.09
Br -4.61 -15.74 -31.50
H -4.88 -11.98 -31.64
H -5.87 -13.24 -30.97
H -3.00 -13.91 -32.09
H -4.36 -13.81 -33.14
Br -5.28 -20.03 -41.16
C -6.30 -18.74 -40.02
C -7.57 -19.53 -39.72
Br -7.21 -20.87 -38.28
H -6.43 -17.88 -40.67
H -5.71 -18.55 -39.12
H -8.04 -19.97 -40.59
H -8.39 -18.84 -39.48
```

Energy relative to the best compared isomer or geometry (same formula, charge and spin) (kcal per mole): 90.7
Largest force on an atom (eV Å⁻¹): 6.8
Multiplicity: 1
E_HOMO (eV): -10.00
LUMO energy (Ha): -0.0068
Molar mass (g/mol): 1078.34
Kohn-Sham gap (Eh): 0.3607
Energy (eV): -356123.86507